Run w
C5H14N2 | ωB97M-V/def2-TZVPD

Summary:
Structure (SMILES): CNC[C@H](C)NC
HOMO-LUMO gap in eV: 9.3220
Net charge: 0

Cartesian coordinates (Å):
C1 1.43 1.96 1.60
N1 0.45 1.31 0.75
C2 1.07 0.59 -0.39
C3 0.01 -0.38 -0.95
C4 -1.38 0.23 -1.19
N2 0.00 -1.49 0.04
C5 -1.04 -2.49 0.04
H1 2.20 2.59 1.13
H2 1.88 1.17 2.19
H3 1.00 2.72 2.25
H4 -0.12 2.00 0.26
H5 1.48 1.19 -1.23
H6 1.92 0.01 0.02
H7 0.25 -0.88 -1.90
H8 -1.78 0.82 -0.35
H9 -2.03 -0.64 -1.24
H10 -1.42 0.82 -2.10
H11 0.10 -1.02 0.94
H12 -0.59 -3.47 0.22
H13 -1.80 -2.37 0.79
H14 -1.63 -2.67 -0.87

Results of the Mulliken charge analysis, in e, for atoms 1 through 6: -0.963 -0.350 -1.080 0.470 -1.414 -0.385


Run x
C5H14N2 | ωB97M-V/def2-TZVPD

Summary:
Structure (SMILES): C/C=N\C.CCN
HOMO-LUMO gap in eV: 9.8718
Net charge: 0

Cartesian coordinates (Å):
C1 -2.26 0.13 0.15
C2 -1.35 0.30 -1.03
N1 -0.52 1.23 -1.24
C3 -0.41 2.33 -0.31
H1 -2.96 -0.69 -0.01
H2 -1.68 -0.10 1.04
H3 -2.82 1.04 0.34
H4 -1.48 -0.39 -1.86
H5 0.53 2.85 -0.51
H6 -0.42 2.02 0.74
H7 -1.23 3.04 -0.46
C4 1.48 -1.72 1.33
C5 1.32 -1.44 -0.16
N2 1.98 -0.21 -0.52
H8 1.03 -2.68 1.59
H9 2.53 -1.74 1.60
H10 1.00 -0.94 1.91
H11 1.77 -2.26 -0.74
H12 0.23 -1.40 -0.41
H13 1.65 0.06 -1.49
H14 1.63 0.55 0.04

Results of the Mulliken charge analysis, in e, for atoms 1 through 6: -1.020 0.028 -0.441 -1.008 0.318 0.247


Run y
C5H14N2 | ωB97M-V/def2-TZVPD

Summary:
Structure (SMILES): CC(C)CNCN
HOMO-LUMO gap in eV: 9.2785
Net charge: 0

Cartesian coordinates (Å):
C1 -1.50 -0.60 2.15
C2 -0.35 -0.26 1.19
C3 0.19 1.14 1.31
C4 -0.97 -0.56 -0.21
N1 -0.09 -0.17 -1.31
C5 1.33 -0.35 -1.62
N2 1.62 0.57 -2.69
H1 -1.87 -1.59 1.93
H2 -2.26 0.18 2.12
H3 -1.12 -0.55 3.18
H4 0.41 -1.06 1.21
H5 0.85 1.25 2.19
H6 0.95 1.29 0.52
H7 -0.59 1.90 1.19
H8 -1.91 0.01 -0.34
H9 -1.18 -1.61 -0.41
H10 -0.26 0.80 -1.56
H11 1.95 -0.25 -0.71
H12 1.49 -1.41 -1.88
H13 2.53 0.47 -3.07
H14 0.78 0.81 -3.18

Results of the Mulliken charge analysis, in e, for atoms 1 through 6: -1.518 0.863 -1.297 -1.160 -0.329 -0.303


Pick run x: it beats the second-best structure by 12.1 kJ/mol.


Run w
C5H14N2 | ωB97M-V/def2-TZVPD

Summary:
Structure (SMILES): CC(C)[C@@H](N)CN
HOMO-LUMO gap in eV: 9.6367
Net charge: 0

Cartesian coordinates (Å):
C1 -0.81 1.76 -0.22
C2 0.22 0.72 -0.85
C3 -0.05 0.19 -2.19
C4 0.56 -0.43 0.20
N1 1.25 0.12 1.38
C5 -0.64 -1.16 0.73
N2 -0.37 -2.16 1.71
H1 -0.50 2.20 0.74
H2 -0.83 2.53 -1.02
H3 -1.84 1.39 -0.05
H4 1.29 1.12 -0.97
H5 -0.39 1.03 -2.79
H6 0.87 -0.20 -2.69
H7 -0.65 -0.69 -2.03
H8 1.21 -1.10 -0.29
H9 1.21 1.10 1.61
H10 2.21 -0.05 1.24
H11 -1.37 -0.41 1.05
H12 -1.07 -1.55 -0.15
H13 -0.89 -2.03 2.57
H14 0.60 -2.36 1.97

Results of the Mulliken charge analysis, in e, for atoms 1 through 6: -1.356 0.625 -1.190 -0.411 -0.640 -0.721


Run x
C5H14N2 | ωB97M-V/def2-TZVPD

Summary:
Structure (SMILES): CCCNCCN
HOMO-LUMO gap in eV: 9.8243
Net charge: 0

Cartesian coordinates (Å):
C1 0.88 0.66 -2.86
C2 0.65 0.33 -1.31
C3 -0.25 1.40 -0.58
N1 -0.44 1.02 0.84
C4 -1.24 -0.22 1.05
C5 -0.69 -0.92 2.28
N2 0.54 -1.82 2.07
H1 1.48 1.54 -2.87
H2 1.26 -0.23 -3.28
H3 -0.05 0.73 -3.43
H4 1.59 0.51 -0.87
H5 0.40 -0.72 -1.09
H6 -1.18 1.44 -1.25
H7 0.32 2.27 -0.58
H8 0.55 0.93 1.18
H9 -2.24 0.11 1.37
H10 -1.23 -0.96 0.21
H11 -0.15 -0.18 2.97
H12 -1.48 -1.54 2.87
H13 0.36 -2.81 2.13
H14 0.93 -1.56 1.17

Results of the Mulliken charge analysis, in e, for atoms 1 through 6: -1.313 -0.368 -0.722 -0.428 -0.310 -0.645


Run y
C5H14N2 | ωB97M-V/def2-TZVPD

Summary:
Structure (SMILES): C[C@@H](N)CN(C)C
HOMO-LUMO gap in eV: 9.6444
Net charge: 0

Cartesian coordinates (Å):
C1 -0.50 0.45 1.93
C2 0.16 -0.76 1.26
N1 -0.45 -2.06 1.68
C3 0.07 -0.63 -0.27
N2 0.45 0.65 -0.85
C4 1.54 0.51 -1.84
C5 -0.73 1.29 -1.46
H1 -0.33 1.36 1.35
H2 -0.05 0.50 2.93
H3 -1.56 0.25 2.05
H4 1.25 -0.85 1.37
H5 -1.42 -1.87 1.40
H6 -0.40 -2.12 2.69
H7 -0.94 -0.92 -0.64
H8 0.72 -1.44 -0.63
H9 2.26 -0.16 -1.37
H10 1.13 0.15 -2.80
H11 1.96 1.49 -2.01
H12 -1.53 1.15 -0.73
H13 -1.02 0.68 -2.33
H14 -0.60 2.33 -1.73

Results of the Mulliken charge analysis, in e, for atoms 1 through 6: -1.252 0.286 -0.693 -1.039 -0.030 -0.967


Pick run y: it beats the second-best structure by 19.0 kJ/mol.


Run w
C5H14N2 | ωB97M-V/def2-TZVPD

Summary:
Structure (SMILES): CCN(C)CCN
HOMO-LUMO gap in eV: 9.5458
Net charge: 0

Cartesian coordinates (Å):
C1 -0.74 2.28 0.59
C2 -0.11 1.09 1.40
N1 -0.08 -0.35 0.78
C3 0.59 -1.16 1.79
C4 0.73 -0.18 -0.43
C5 0.24 -1.17 -1.63
N2 -0.72 -0.63 -2.50
H1 0.05 2.89 0.16
H2 -1.47 2.78 1.26
H3 -1.39 1.95 -0.14
H4 0.91 1.44 1.43
H5 -0.54 0.97 2.40
H6 1.56 -0.88 2.42
H7 -0.07 -1.40 2.59
H8 0.97 -1.98 1.15
H9 1.82 -0.36 -0.10
H10 0.66 0.84 -0.79
H11 -0.14 -2.14 -1.04
H12 1.15 -1.50 -2.04
H13 -1.58 -0.53 -2.15
H14 -0.59 -0.36 -3.50

Results of the Mulliken charge analysis, in e, for atoms 1 through 6: -1.220 -0.463 -0.167 -1.046 -0.687 -0.516


Run x
C5H14N2 | ωB97M-V/def2-TZVPD

Summary:
Structure (SMILES): C[C@H](CN)N(C)C
HOMO-LUMO gap in eV: 9.6300
Net charge: 0

Cartesian coordinates (Å):
C1 0.10 -1.16 -1.40
C2 0.49 -0.44 -0.09
C3 0.10 -1.27 1.14
N1 0.90 -0.83 2.31
N2 -0.07 0.91 0.08
C4 -1.46 0.97 -0.34
C5 0.67 1.91 -0.65
H1 -0.82 -1.73 -1.29
H2 0.88 -1.72 -1.89
H3 -0.06 -0.37 -2.14
H4 1.58 -0.40 -0.02
H5 -0.96 -1.18 1.33
H6 0.34 -2.31 0.94
H7 0.86 -1.59 2.98
H8 0.33 -0.12 2.76
H9 -1.96 0.04 -0.03
H10 -1.54 0.85 -1.42
H11 -1.96 1.81 0.13
H12 0.60 1.87 -1.75
H13 1.71 1.88 -0.32
H14 0.27 2.88 -0.33

Results of the Mulliken charge analysis, in e, for atoms 1 through 6: -1.412 0.198 -0.766 -0.683 -0.043 -1.060


Pick run x: it beats the second-best structure by 160.8 kJ/mol.